Formula: C40H57BNNiO4
Source: the Open Molecules 2025 dataset
Level of theory: ωB97M-V with the def2-TZVPD basis set

Atoms and positions in Å:
1 Ni -0.314 0.517 -1.548
2 C -1.842 -1.811 5.005
3 C -1.636 -2.971 4.018
4 C -0.260 -3.606 4.273
5 C -2.704 -4.030 4.305
6 C -1.706 -2.438 2.586
7 C -0.766 -1.525 2.153
8 C -0.813 -0.998 0.852
9 N 0.039 -0.121 0.300
10 C 1.163 0.459 0.815
11 C 1.398 0.775 2.149
12 C 2.600 1.347 2.542
13 C 3.562 1.561 1.558
14 C 3.378 1.296 0.199
15 C 2.114 0.805 -0.227
16 O 1.748 0.634 -1.456
17 C 4.565 1.605 -0.735
18 C 4.811 3.121 -0.760
19 C 4.389 1.133 -2.183
20 C 5.824 0.903 -0.193
21 C 2.821 1.699 4.014
22 C 2.655 0.433 4.872
23 C 4.216 2.267 4.281
24 C 1.788 2.751 4.449
25 C -1.796 -1.481 -0.105
26 O -1.721 -1.067 -1.319
27 C -2.776 -2.404 0.366
28 C -2.706 -2.833 1.683
29 C -3.868 -2.922 -0.575
30 C -4.654 -1.728 -1.143
31 C -4.861 -3.842 0.136
32 C -3.236 -3.705 -1.739
33 H -1.727 -2.154 6.038
34 H -1.119 -1.015 4.823
35 H -2.844 -1.392 4.887
36 H -0.202 -3.992 5.296
37 H -0.087 -4.431 3.580
38 H 0.541 -2.879 4.137
39 H -2.592 -4.392 5.330
40 H -3.709 -3.615 4.202
41 H -2.607 -4.882 3.630
42 H 0.044 -1.219 2.802
43 H 0.601 0.628 2.868
44 H 4.511 1.989 1.854
45 H 3.936 3.637 -1.160
46 H 5.006 3.505 0.243
47 H 5.674 3.356 -1.393
48 H 3.556 1.635 -2.664
49 H 5.309 1.342 -2.742
50 H 4.190 0.062 -2.219
51 H 6.113 1.285 0.787
52 H 5.639 -0.169 -0.097
53 H 6.663 1.055 -0.877
54 H 3.315 -0.354 4.503
55 H 2.905 0.640 5.917
56 H 1.630 0.061 4.833
57 H 4.991 1.545 4.016
58 H 4.386 3.187 3.718
59 H 4.315 2.500 5.344
60 H 0.772 2.392 4.278
61 H 1.896 2.988 5.512
62 H 1.925 3.667 3.870
63 H -3.450 -3.538 2.023
64 H -5.092 -1.141 -0.332
65 H -3.980 -1.095 -1.716
66 H -5.459 -2.070 -1.802
67 H -5.369 -3.318 0.949
68 H -5.624 -4.170 -0.575
69 H -4.372 -4.733 0.537
70 H -2.486 -3.083 -2.222
71 H -2.753 -4.615 -1.372
72 H -3.996 -3.986 -2.474
73 C -0.464 -0.971 -4.521
74 C -1.095 0.326 -5.035
75 C -1.779 0.066 -6.366
76 O -2.057 0.776 -4.058
77 B -1.372 1.592 -3.173
78 O -0.150 1.995 -3.704
79 C -0.077 1.505 -5.052
80 C 1.352 1.109 -5.373
81 C -0.547 2.647 -5.958
82 H -1.259 -1.685 -4.310
83 H 0.067 -0.797 -3.581
84 H 0.233 -1.396 -5.244
85 H -2.387 -0.836 -6.296
86 H -1.018 -0.082 -7.135
87 H -2.425 0.897 -6.647
88 H 1.774 0.529 -4.552
89 H 1.958 2.006 -5.508
90 H 1.392 0.526 -6.296
91 H -1.576 2.915 -5.713
92 H -0.485 2.379 -7.013
93 H 0.085 3.516 -5.774
94 C -2.156 2.573 0.985
95 C -3.174 1.972 0.235
96 C -2.985 1.708 -1.102
97 C -1.766 2.015 -1.736
98 C -0.745 2.625 -0.962
99 C -0.963 2.919 0.389
100 H -2.317 2.767 2.039
101 H -4.108 1.710 0.716
102 H -3.774 1.243 -1.680
103 H 0.145 3.002 -1.453
104 H -0.185 3.397 0.972

For the energy above the lowest of the compared OMol25 structures with the same formula, charge and spin, the calculation gives 2.3 kcal/mol. The HOMO energy (alpha / beta) comes out at -0.1153 / -0.1382 Eh. As for the multiplicity: 3. The total charge is -1. The calculation puts the HOMO-LUMO gap (alpha / beta) at 5.690 / 5.977 eV. Its expectation value of S² is 2.052. As for the molar mass: 685.4 g/mol. Its largest force on an atom is 0.04004 Eh/bohr.